Record 1
Below is the molecule C2H2O3, with properties calculated with ωB97M-V/def2-TZVPD.

Cartesian coordinates (Å):
C: -0.189 0.466 -0.045
C: 1.069 -0.429 -0.117
O: 2.113 -0.137 0.424
O: -1.458 0.416 0.030
O: -2.285 -0.597 0.340
H: -0.065 1.601 0.131
H: 0.814 -1.320 -0.762

Atoms 1-2, force components in eV/Å:
C 0.5 3.4 1.3
C -1.4 -0.6 0.2

Output
LUMO level (alpha / beta) = -1.8 / -1.8 eV
total energy = -8242.2422 eV
Kohn-Sham gap (alpha / beta) = 8.02 / 8.56 eV
maximum force = 3.6 eV/Å
molecular weight = 74.03 g mol⁻¹

---

Record 2
Below is a structure of composition C6H9N, with properties calculated with ωB97M-V/def2-TZVPD.

Cartesian coordinates (Å):
C: -2.130 -0.553 0.679
C: 0.275 -0.864 0.960
C: 1.355 -0.271 0.081
C: 0.954 1.233 0.132
C: -0.316 0.661 -0.544
C: 0.632 -0.303 -1.304
N: -0.839 -0.295 0.495
H: -2.886 0.151 0.361
H: -2.374 -1.429 1.265
H: 0.298 -1.466 1.856
H: 2.379 -0.621 0.216
H: 0.853 1.702 1.116
H: 1.528 1.861 -0.559
H: -1.103 1.258 -1.010
H: 0.195 -1.252 -1.632
H: 1.179 0.188 -2.114

Atoms 1-2, force components in eV/Å:
C -0.1 0.0 0.1
C -0.2 0.0 0.1

Output
LUMO level = 1.1 eV
total energy = -7854.3432 eV
Kohn-Sham gap = 7.31 eV
maximum force = 0.3 eV/Å
molecular weight = 95.14 g mol⁻¹

---

Record 3
Below is a structure of composition C2H2I2S, with properties calculated with ωB97M-V/def2-TZVPD.

Cartesian coordinates (Å):
C: 1.541 0.240 -0.398
C: -1.477 0.053 0.236
S: 0.092 -0.637 0.013
I: 3.151 -1.030 0.251
I: -3.332 -1.044 0.232
H: 1.732 1.353 -0.386
H: -1.706 1.065 0.053

Atoms 1-2, force components in eV/Å:
C -1.1 0.0 0.9
C 1.3 -1.2 -0.4

Output
LUMO level (alpha / beta) = -0.6 / -0.7 eV
total energy = -29139.2258 eV
Kohn-Sham gap (alpha / beta) = 7.45 / 7.24 eV
maximum force = 1.9 eV/Å
molecular weight = 311.91 g mol⁻¹

---

Record 4
Below is a cluster of 9 separate species, C55H49NO18 in total, with properties calculated with ωB97M-V/def2-TZVPD.

Cartesian coordinates (Å):
C: 4.232 3.216 -1.836
C: 3.725 4.650 -1.594
C: 4.719 5.723 -2.054
C: 2.364 4.862 -2.266
C: 1.268 4.089 -1.541
O: 0.204 3.648 -2.364
C: -0.506 4.635 -3.076
C: -1.204 5.655 -2.193
N: -1.979 6.549 -3.037
O: -2.685 7.484 -2.231
H: 4.031 2.560 -0.990
H: 5.307 3.201 -2.014
H: 3.750 2.762 -2.704
H: 3.573 4.777 -0.517
H: 4.573 5.964 -3.110
H: 5.751 5.396 -1.936
H: 4.587 6.647 -1.492
H: 2.426 4.521 -3.302
H: 2.136 5.933 -2.288
H: 0.877 4.680 -0.703
H: 1.685 3.173 -1.117
H: 0.136 5.139 -3.810
H: -1.275 4.099 -3.629
H: -1.910 5.144 -1.543
H: -0.489 6.214 -1.566
H: -1.357 7.100 -3.622
H: -2.061 7.812 -1.566
C: 1.611 -0.837 0.702
C: 2.159 -1.297 -0.416
C: 1.743 -0.780 -1.743
O: 2.251 -1.195 -2.763
C: 0.698 0.274 -1.772
C: 0.159 0.741 -0.650
C: 0.570 0.215 0.673
O: 0.069 0.620 1.706
H: 1.917 -1.183 1.682
H: 2.946 -2.039 -0.411
H: 0.421 0.654 -2.746
H: -0.592 1.522 -0.652
C: 4.720 -4.759 -0.146
C: 5.280 -5.850 -0.659
C: 6.753 -5.957 -0.813
O: 7.266 -6.951 -1.280
C: 7.578 -4.803 -0.374
C: 7.017 -3.712 0.139
C: 5.544 -3.605 0.292
O: 5.031 -2.608 0.758
H: 3.649 -4.656 -0.024
H: 4.703 -6.705 -0.987
H: 8.648 -4.909 -0.496
H: 7.594 -2.858 0.469
C: -4.752 3.438 1.829
C: -4.106 3.067 0.727
C: -4.193 3.859 -0.523
O: -3.597 3.525 -1.526
C: -5.018 5.094 -0.504
C: -5.678 5.457 0.591
C: -5.602 4.657 1.843
O: -6.194 5.001 2.842
H: -4.687 2.873 2.749
H: -3.477 2.186 0.692
H: -5.039 5.666 -1.424
H: -6.290 6.349 0.634
C: -5.153 -1.429 1.394
C: -4.662 -2.454 0.704
C: -3.200 -2.710 0.641
O: -2.749 -3.646 0.017
C: -2.305 -1.768 1.364
C: -2.793 -0.740 2.053
C: -4.254 -0.500 2.118
O: -4.701 0.456 2.725
H: -6.214 -1.224 1.448
H: -5.297 -3.142 0.160
H: -1.243 -1.961 1.283
H: -2.157 -0.023 2.557
C: 5.492 1.374 1.201
C: 6.374 1.859 2.070
C: 6.094 3.095 2.846
O: 6.898 3.539 3.634
C: 4.785 3.765 2.622
C: 3.902 3.279 1.755
C: 4.192 2.052 0.972
O: 3.392 1.611 0.174
H: 5.662 0.469 0.631
H: 7.329 1.386 2.262
H: 4.603 4.658 3.205
H: 2.940 3.743 1.574
C: -9.338 -0.932 -3.487
C: -8.951 -1.552 -2.376
C: -8.077 -0.875 -1.387
O: -7.716 -1.437 -0.375
C: -7.654 0.518 -1.677
C: -8.038 1.138 -2.789
C: -8.912 0.462 -3.783
O: -9.267 1.023 -4.795
H: -9.975 -1.400 -4.227
H: -9.247 -2.565 -2.136
H: -7.021 0.987 -0.934
H: -7.741 2.151 -3.028
C: 10.302 -11.375 0.734
C: 10.857 -11.835 -0.383
C: 10.431 -11.338 -1.717
O: 10.940 -11.759 -2.733
C: 9.363 -10.308 -1.755
C: 8.805 -9.847 -0.639
C: 9.233 -10.343 0.694
O: 8.733 -9.920 1.714
H: 10.593 -11.719 1.718
H: 11.637 -12.586 -0.383
H: 9.072 -9.959 -2.738
H: 8.031 -9.092 -0.646
C: -9.697 -0.950 5.636
C: -10.049 -0.541 4.420
C: -9.043 0.003 3.472
O: -9.363 0.371 2.361
C: -7.633 0.078 3.931
C: -7.283 -0.332 5.146
C: -8.284 -0.880 6.095
O: -7.968 -1.258 7.202
H: -10.407 -1.352 6.348
H: -11.070 -0.584 4.061
H: -6.914 0.475 3.228
H: -6.261 -0.287 5.501

Atoms 1-2, force components in eV/Å:
C 0.1 0.2 -0.2
C 0.1 0.0 -0.2

Output
LUMO level = -2.0 eV
total energy = -96163.1163 eV
Kohn-Sham gap = 7.64 eV
SMILES = O=C1C=CC(=O)C=C1.O=C1C=CC(=O)C=C1.O=C1C=CC(=O)C=C1.O=C1C=CC(=O)C=C1.O=C1C=CC(=O)C=C1.O=C1C=CC(=O)C=C1.O=C1C=CC(=O)C=C1.O=C1C=CC(=O)C=C1.CC(C)CCOCCNO
maximum force = 1.8 eV/Å
molecular weight = 1011.99 g mol⁻¹

---

Record 5
Below is a structure of composition C23H32HgNO11, with properties calculated with ωB97M-V/def2-TZVPD.

Cartesian coordinates (Å):
Hg: -5.124 -1.421 1.691
C: 0.190 -0.178 -0.067
O: -1.106 -0.013 0.506
H: 0.094 0.066 -1.126
H: 0.988 0.327 0.476
H: 0.576 -1.195 -0.127
C: 5.386 2.079 4.151
C: 4.313 1.337 4.642
C: 3.431 1.804 5.682
C: 3.627 3.165 6.072
C: 4.744 3.933 5.558
C: 5.572 3.372 4.656
N: 2.734 3.794 7.177
O: 3.155 4.662 7.972
O: 1.702 3.232 7.395
H: 5.936 1.814 3.261
H: 4.071 0.359 4.255
H: 2.682 1.100 6.011
H: 4.879 4.985 5.764
H: 6.459 3.934 4.405
O: -4.584 -2.253 -3.625
C: -4.363 -2.001 -4.824
O: -4.713 -2.777 -5.870
C: -4.388 -2.164 -7.178
C: -3.204 -1.258 -6.706
C: -3.771 -0.731 -5.401
H: -5.266 -1.722 -7.648
H: -4.119 -2.930 -7.904
H: -2.853 -0.567 -7.472
H: -2.380 -1.955 -6.550
H: -4.579 -0.008 -5.287
H: -2.938 -0.337 -4.818
O: 4.306 -0.638 -7.028
C: 4.389 0.453 -6.531
O: 3.943 1.424 -7.225
C: 4.261 2.713 -6.790
C: 4.473 2.404 -5.322
C: 4.851 0.951 -5.188
H: 3.339 3.291 -6.858
H: 5.132 3.192 -7.237
H: 3.520 2.242 -4.818
H: 5.260 3.044 -4.922
H: 4.214 0.429 -4.472
H: 5.907 0.948 -4.918
O: -5.027 3.167 3.672
C: -4.539 4.235 4.010
O: -5.256 5.254 3.885
C: -4.525 6.493 4.248
C: -3.160 5.943 4.584
C: -3.241 4.443 4.608
H: -4.989 6.886 5.153
H: -4.705 7.259 3.494
H: -2.725 6.453 5.444
H: -2.507 6.229 3.759
H: -3.184 4.127 5.649
H: -2.543 3.911 3.961
O: -2.399 -6.241 1.405
C: -1.881 -7.354 1.308
O: -2.382 -8.402 1.962
C: -1.464 -9.532 2.028
C: -0.704 -9.373 0.704
C: -0.781 -7.757 0.455
H: -2.029 -10.457 2.136
H: -0.772 -9.526 2.870
H: -1.184 -10.007 -0.042
H: 0.224 -9.937 0.800
H: -1.104 -7.508 -0.556
H: 0.132 -7.215 0.700

Atoms 1-2, force components in eV/Å:
Hg 0.3 0.1 -0.1
C -2.8 1.6 1.6

Output
LUMO level = -9.5 eV
total energy = -52537.7288 eV
Kohn-Sham gap = 2.03 eV
total charge = +1
maximum force = 5.4 eV/Å
molecular weight = 699.10 g mol⁻¹

---

Record 6
Below is the molecule C2H4N2OS2, with properties calculated with ωB97M-V/def2-TZVPD.

Cartesian coordinates (Å):
C: -0.822 1.730 -0.621
C: -0.940 0.269 0.280
N: 0.460 0.074 0.489
N: 1.140 -0.164 -0.537
O: 0.158 1.677 -1.346
S: -2.043 2.782 -0.507
S: 0.733 -1.307 -1.705
H: -1.412 0.429 1.227
H: -1.296 -0.694 -0.280
H: 1.002 0.651 1.129
H: 1.960 -1.465 -2.280

Atoms 1-2, force components in eV/Å:
C 0.3 -1.8 -1.0
C 0.5 -1.0 -0.1

Output
LUMO level = -1.2 eV
total energy = -28833.1554 eV
Kohn-Sham gap = 6.75 eV
maximum force = 2.7 eV/Å
molecular weight = 136.20 g mol⁻¹

---

Record 7
Below is a cluster of 6 separate species, C6H24O6 in total, with properties calculated with ωB97M-V/def2-TZVPD.

Cartesian coordinates (Å):
C: -0.775 0.038 0.327
O: 0.281 1.055 0.201
H: -0.744 -0.863 -0.309
H: -1.913 0.403 0.267
H: -0.768 -0.475 1.272
H: 0.083 1.587 -0.582
C: -2.562 0.154 4.527
O: -2.479 0.460 5.754
H: -2.601 1.081 4.082
H: -3.231 -0.595 4.168
H: -1.611 -0.154 4.024
H: -3.135 0.168 6.256
C: 2.195 -2.111 -1.237
O: 2.059 -3.548 -1.311
H: 2.833 -1.790 -1.977
H: 2.697 -1.967 -0.268
H: 1.207 -1.662 -1.405
H: 3.008 -3.783 -1.540
C: 2.870 0.878 2.856
O: 1.956 -0.121 2.330
H: 3.887 0.539 2.615
H: 2.668 0.929 3.949
H: 2.592 1.734 2.441
H: 1.377 0.356 1.834
C: -2.655 -0.400 -2.957
O: -3.352 -1.120 -3.827
H: -2.597 -0.778 -2.065
H: -2.969 0.472 -2.881
H: -1.787 -0.069 -3.330
H: -2.971 -0.830 -4.655
C: 1.145 1.470 -3.210
O: 1.253 2.254 -2.173
H: 1.962 0.594 -3.267
H: 1.317 2.232 -4.007
H: 0.301 1.114 -3.510
H: 0.464 2.761 -2.381

Atoms 1-2, force components in eV/Å:
C -2.2 0.4 -0.2
O -2.0 -1.7 0.3

Output
LUMO level = 0.2 eV
total energy = -18887.5615 eV
Kohn-Sham gap = 9.94 eV
SMILES = CO.CO.CO.CO.CO.CO
maximum force = 9.5 eV/Å
molecular weight = 192.25 g mol⁻¹

---

Record 8
Below is the molecule C5H12NO, with properties calculated with ωB97M-V/def2-TZVPD.

Cartesian coordinates (Å):
C: -0.564 -0.122 -2.249
O: -0.316 0.308 -3.489
C: 0.644 -0.584 -1.372
C: 0.148 -1.203 -0.070
C: -0.557 -0.244 0.919
C: 0.031 1.174 1.143
N: 0.634 1.344 2.479
H: -1.105 0.713 -1.769
H: -1.222 -1.024 -2.228
H: 1.225 -1.290 -1.963
H: 1.287 0.257 -1.130
H: -0.555 -2.002 -0.343
H: 0.983 -1.749 0.380
H: -0.605 -0.714 1.897
H: -1.575 -0.142 0.528
H: 0.787 1.490 0.435
H: -0.754 1.925 1.060
H: 1.500 0.851 2.567
H: 0.015 1.011 3.207

Atoms 1-2, force components in eV/Å:
C 0.6 -1.4 1.3
O 0.2 0.2 -0.6

Output
LUMO level (alpha / beta) = 1.0 / -1.4 eV
total energy = -8914.6258 eV
Kohn-Sham gap (alpha / beta) = 10.30 / 7.89 eV
<S²> = 0.75
maximum force = 2.0 eV/Å
2S+1 = 2
molecular weight = 102.16 g mol⁻¹